# 1
14
Properties=species:S:1:pos:R:3:forces:R:3:nbo_charge:R:1 method="wB97M-V/def2-TZVPD" smiles="C=C(N)NON=[NH2+]" multiplicity=1 total_charge=+1 gap_ev="5.6583 / 5.6611" e_above_lowest_ev=7.427
C 1.51219 -1.22131 -0.10156 0.35 -2.95 0.57 -0.5394
C 1.29831 0.09145 -0.10109 2.39 -2.52 0.67 0.2789
N 2.38935 0.91076 0.11523 -0.93 -1.27 -0.28 -0.8026
N 0.08232 0.62845 -0.25007 -2.08 3.42 -0.99 -0.2698
O -1.02905 -0.11555 0.10761 -3.13 -1.42 1.04 -0.0529
N -2.20321 0.40383 -0.16990 1.92 3.19 -2.45 0.2570
N -3.32779 -0.08619 0.08977 1.36 -2.67 1.99 -0.4187
H 0.86982 -2.12615 -0.15964 -0.40 1.52 -0.34 0.2281
H 2.48156 -1.64961 0.19272 -0.12 0.90 -0.20 0.2177
H 3.19861 0.40495 0.37553 0.70 -0.13 0.07 0.4098
H 2.43201 1.87306 0.14832 -0.32 2.04 0.09 0.4004
H -0.03691 1.51790 -0.74721 -0.84 -0.67 0.31 0.4181
H -3.42341 -0.88575 0.70691 0.25 -0.56 0.11 0.4110
H -4.24379 0.25414 -0.20662 0.86 1.13 -0.59 0.4625


# 2
79
Properties=species:S:1:pos:R:3:forces:R:3:mulliken_spin:R:1 method="wB97M-V/def2-TZVPD" multiplicity=2 s_squared=0.76 total_charge=+1 gap_ev="9.1900 / 2.8125"
C -3.04432 0.42722 -2.01921 0.30 -0.68 1.59 0.0003
O -3.35794 0.76281 -0.60719 1.90 -1.95 -2.83 -0.0006
C -4.39497 1.63817 -0.50978 -0.47 1.91 1.15 0.0001
C -4.40993 2.08848 0.97002 -0.13 -0.16 -0.40 0.0001
O -4.97923 1.06850 1.71422 -1.76 -1.13 1.94 0.0000
C -5.20959 1.37037 3.11372 -0.78 0.44 -0.49 0.0000
H -3.83368 -0.15698 -2.49219 -0.42 0.61 -0.04 0.0001
H -2.21278 -0.27742 -2.00849 0.06 -0.02 0.49 0.0022
H -2.68065 1.28490 -2.58510 -0.60 0.35 0.00 0.0004
H -5.32728 1.18722 -0.84971 -0.29 0.09 0.24 0.0000
H -4.16210 2.50926 -1.12221 -0.31 0.39 -0.18 0.0000
H -4.95510 3.01639 1.14282 0.06 0.24 -0.26 0.0000
H -3.39671 2.13373 1.36928 0.51 0.84 -0.54 0.0000
H -5.68137 0.53313 3.62808 1.14 -0.76 -0.19 0.0000
H -6.04132 2.04188 3.32682 0.01 0.94 -0.92 0.0000
H -4.32640 1.82174 3.56575 0.16 -0.49 0.23 0.0000
C -0.16828 3.66798 -0.67182 1.81 -0.09 -0.48 0.0014
O 1.09711 4.27753 -1.05802 0.55 0.85 0.02 0.0001
C 2.11877 4.46663 -0.08018 -0.43 -3.42 2.30 0.0001
C 2.43680 3.03622 0.59752 -1.82 0.65 1.28 0.0049
O 1.46420 2.74241 1.73632 1.23 1.20 -0.70 0.0065
C 1.52394 1.44232 2.36725 0.55 0.54 -1.74 0.0005
H -0.61430 3.46594 -1.64565 -0.64 0.72 0.14 0.0003
H -0.69081 4.31521 0.03255 -0.33 -0.21 -0.24 0.0001
H -0.01257 2.66212 -0.28183 0.09 0.10 0.66 -0.0008
H 1.95237 5.08376 0.80275 -1.29 0.35 -0.03 0.0000
H 3.08512 4.88732 -0.35818 -0.33 -0.25 -1.55 -0.0001
H 3.47143 3.11036 0.93241 0.00 -0.58 0.36 0.0004
H 2.23731 2.20788 -0.08229 0.53 0.03 -0.47 -0.0047
H 1.13991 0.73075 1.63630 -0.13 -0.35 0.08 0.0007
H 0.88827 1.41338 3.25223 0.20 0.35 -0.07 0.0001
H 2.55835 1.16756 2.57373 0.02 -0.01 0.41 0.0000
C 3.50714 -1.00396 -3.87302 1.32 -0.40 -1.63 0.0075
O 3.05159 -1.25140 -2.59827 -1.90 1.65 -1.12 0.3599
C 2.08067 -0.27277 -2.25239 0.78 -0.79 1.97 0.0713
C 0.60145 -0.31478 -2.86332 -1.14 -1.25 -2.19 0.1111
O 0.42752 -0.13177 -4.29300 1.18 -0.08 1.18 0.3228
C 0.70389 1.14550 -4.86088 0.17 0.63 0.09 -0.0062
H 4.45266 -1.51031 -4.06725 0.11 0.10 0.39 0.0104
H 3.54360 0.04185 -4.17807 0.19 0.28 0.51 0.0063
H 2.85710 -1.43211 -4.63607 -0.88 -0.45 -0.06 0.0657
H 2.46950 0.74343 -2.31762 0.17 0.07 -0.49 0.0280
H 2.02111 -0.56129 -1.20296 -1.07 0.62 0.31 -0.0199
H -0.13272 0.31221 -2.35736 0.88 0.80 0.59 0.0039
H 0.19915 -1.31544 -2.70540 0.34 -0.20 -0.06 -0.0177
H 0.06232 1.94295 -4.48598 -0.17 -0.15 0.42 0.0154
H 0.61942 1.17551 -5.94720 -0.24 -0.81 0.12 0.0003
H 1.73143 1.43644 -4.64269 0.25 0.01 0.28 0.0278
C 5.14071 -1.55676 0.13149 -0.73 0.44 1.29 -0.0013
O 4.00486 -2.13450 0.75215 -1.18 -0.58 -0.07 0.0024
C 4.15450 -2.56531 2.10664 0.68 0.41 0.01 0.0000
C 2.92844 -3.10158 2.84479 0.77 0.06 -1.03 -0.0001
O 2.07330 -2.06094 3.20146 -2.79 0.34 -0.66 0.0000
C 0.84169 -2.05655 2.35461 1.01 0.51 0.89 0.0002
H 4.77924 -0.65681 -0.36605 0.04 -0.23 -0.76 0.0011
H 5.64192 -2.28781 -0.50290 0.20 0.28 -0.04 0.0000
H 5.76792 -1.11441 0.90545 0.63 -0.41 0.01 -0.0001
H 4.47054 -1.69284 2.67849 0.12 0.17 0.26 0.0001
H 4.96115 -3.29344 2.19181 0.11 -0.29 -0.18 0.0002
H 3.36526 -3.55887 3.73258 -0.23 -0.03 0.26 0.0000
H 2.39698 -3.87306 2.28759 0.08 -0.16 -0.11 0.0000
H 0.16526 -1.23988 2.60681 0.77 0.61 0.24 0.0001
H 0.14199 -2.87602 2.51891 0.78 -0.82 -0.01 0.0000
H 1.17487 -1.94675 1.32259 -0.29 -0.22 -0.10 -0.0006
O -1.04088 -0.05289 0.30419 1.42 -0.08 -0.29 -0.0005
H -1.74856 0.52862 0.02620 -0.60 0.17 0.14 -0.0006
H -1.43093 -0.59468 0.99016 -0.46 -0.27 0.26 0.0003
C -1.12844 -3.63617 -0.24494 -0.23 0.43 -0.24 0.0007
O -0.29645 -4.57037 -0.87330 0.80 -0.42 -0.75 0.0001
H -0.90615 -3.63354 0.82215 -0.75 -0.16 0.12 0.0000
H -1.01841 -2.60129 -0.56897 0.39 0.17 -0.27 -0.0004
H -2.12945 -3.90761 -0.58020 -0.26 -0.04 0.90 0.0000
H 0.50079 -4.16618 -1.22351 0.01 0.02 0.20 0.0001
C -4.34639 -2.08399 2.31904 -0.38 0.35 -0.40 0.0000
O -3.38397 -1.11680 1.87468 0.01 -1.13 0.28 -0.0001
H -3.90646 -3.08124 2.31189 0.21 0.24 0.58 0.0000
H -4.82193 -1.75436 3.24279 0.60 -0.47 0.59 0.0000
H -5.22956 -2.18169 1.68773 0.11 0.29 -0.80 0.0000
H -3.79193 -0.26313 2.03724 -0.20 0.34 -0.41 0.0000